73
Properties=species:S:1:pos:R:3 method="wB97M-V/def2-TZVPD" homo_ev=-11.1907 charge=+1 largest_force_ev_per_a=4.8 homo_lumo_gap_ev=5.78
K 2.93 7.45 0.00
K 2.99 5.48 3.20
K 2.67 3.73 -3.67
N 5.53 0.14 -3.35
S 6.22 1.61 -3.16
O 7.00 1.89 -2.01
O 5.46 2.65 -3.78
F 7.39 1.31 -4.19
S 4.38 0.26 -2.30
O 3.25 0.95 -2.87
O 4.68 0.58 -0.94
F 3.90 -1.24 -2.17
N 2.81 4.67 0.56
S 4.04 3.59 0.12
O 4.09 3.27 -1.25
O 4.52 2.75 1.14
F 5.12 4.80 0.16
S 1.58 3.81 0.09
O 1.31 2.62 0.80
O 1.39 3.84 -1.33
F 0.41 4.79 0.59
C -7.32 -1.35 -3.02
C -6.33 -1.37 -1.87
O -5.44 -0.25 -2.14
P -4.55 0.21 -0.93
O -5.27 0.78 0.22
O -3.71 -1.08 -0.56
C -3.47 -1.47 0.81
C -3.39 -2.97 0.81
O -3.56 1.20 -1.64
C -2.37 1.58 -0.94
C -2.52 2.93 -0.29
H -7.86 -0.41 -2.99
H -6.80 -1.48 -3.97
H -8.03 -2.17 -2.93
H -6.87 -1.14 -0.95
H -5.75 -2.29 -1.81
H -2.60 -0.99 1.27
H -4.37 -1.17 1.35
H -2.71 -3.36 0.04
H -2.96 -3.39 1.72
H -4.33 -3.47 0.58
H -2.11 0.82 -0.19
H -1.55 1.51 -1.66
H -2.57 3.67 -1.09
H -3.43 2.94 0.31
H -1.63 3.16 0.30
C 0.83 -0.07 -1.00
C 0.15 -1.24 -0.35
O -0.07 -0.97 1.06
P 0.70 -1.79 2.18
O 0.35 -1.37 3.53
O 2.23 -1.69 1.80
C 2.93 -0.46 2.03
C 3.97 -0.66 3.11
O 0.45 -3.30 1.83
C -0.62 -4.04 2.45
C -0.05 -5.15 3.29
H 0.31 0.87 -0.79
H 1.81 0.18 -0.59
H 0.93 -0.11 -2.09
H -0.86 -1.28 -0.77
H 0.69 -2.16 -0.51
H 3.44 -0.19 1.11
H 2.23 0.35 2.29
H 4.49 -1.59 2.90
H 4.61 0.22 3.22
H 3.44 -0.77 4.06
H -1.32 -3.43 3.02
H -1.17 -4.45 1.60
H 0.35 -4.79 4.24
H -0.80 -5.90 3.54
H 0.80 -5.63 2.80

17
Properties=species:S:1:pos:R:3 method="wB97M-V/def2-TZVPD" homo_ev=-9.8168 relative_energy_ev=1.824 smiles=C[C@@H]1[C@H](O)C[C@@H]1O largest_force_ev_per_a=0.3 homo_lumo_gap_ev=10.63
C -1.77 -0.35 -0.24
C -0.60 0.18 0.56
C 0.39 1.13 -0.16
O 0.41 0.98 -1.57
C 1.56 0.33 0.44
C 0.58 -0.80 0.84
O 0.64 -1.95 0.04
H -2.40 0.48 -0.61
H -2.41 -1.00 0.36
H -1.43 -0.92 -1.11
H -0.94 0.63 1.49
H 0.31 2.19 0.13
H -0.43 1.30 -1.91
H 2.06 0.82 1.28
H 2.31 0.05 -0.30
H 0.66 -1.15 1.87
H 0.81 -1.67 -0.87

54
Properties=species:S:1:pos:R:3 method="wB97M-V/def2-TZVPD" homo_ev="-10.9548 / -11.5471" relative_energy_ev=0.936 charge=+1 s_squared=2.01 spin_multiplicity=3 largest_force_ev_per_a=2.0 homo_lumo_gap_ev="8.16 / 7.93"
Pt -0.04 -0.35 -0.35
C -0.44 -3.83 -0.87
C 0.30 -3.44 0.36
C 1.23 -4.30 0.95
C 1.81 -3.95 2.16
C 1.42 -2.77 2.77
C 0.52 -1.96 2.11
N 0.01 -2.27 0.93
Sb -0.42 -0.26 3.13
C -2.18 -0.35 1.78
C -3.43 -0.41 2.37
C -4.55 -0.50 1.55
C -4.39 -0.51 0.18
C -3.10 -0.43 -0.35
C -2.86 -0.43 -1.82
N -2.05 -0.36 0.46
C 0.52 1.35 1.98
C 1.49 2.19 2.49
C 1.70 3.41 1.85
C 0.90 3.75 0.77
C -0.02 2.83 0.29
C -0.97 3.15 -0.82
N -0.15 1.64 0.87
H 0.22 -4.31 -1.59
H -0.89 -2.95 -1.33
H -1.23 -4.54 -0.62
H 1.47 -5.24 0.48
H 2.54 -4.60 2.62
H 1.80 -2.49 3.75
H -3.53 -0.39 3.44
H -5.54 -0.56 1.99
H -5.23 -0.59 -0.48
H -3.52 0.27 -2.32
H -3.07 -1.42 -2.24
H -1.82 -0.18 -2.04
H 2.05 1.92 3.38
H 2.43 4.10 2.23
H 0.97 4.73 0.33
H -0.70 4.06 -1.33
H -1.97 3.26 -0.40
H -1.01 2.33 -1.53
O 2.06 -1.37 -1.00
N 1.67 -1.71 -2.13
O 0.50 -1.48 -2.42
C 3.37 1.28 -1.23
C 2.17 1.66 -2.03
C 2.40 2.64 -3.14
O 1.06 1.22 -1.82
H 3.95 2.17 -0.97
H 4.01 0.63 -1.83
H 3.09 0.74 -0.33
H 3.07 2.20 -3.87
H 2.89 3.53 -2.74
H 1.47 2.91 -3.62